# 1
The following is a DFT calculation (ωB97M-V with the def2-TZVPD basis set) of 11 unconnected molecules or ions with the total composition C47H96BrNO12 in a non-equilibrium geometry.

## Properties
Maximum force   1.07 eV Å⁻¹
HOMO-LUMO gap   0.34179 Eh
Electronic energy   -5379.87080 Ha
LUMO   0.47 eV

```
! RIJCOSX wB97M-V def2-TZVPD def2/J DEFGRID3
* xyz 0 1
C 2.58089 3.81482 1.23004
C 1.11638 3.68249 1.58126
C 0.18398 4.45449 0.66255
Br 0.57710 4.21841 -1.23794
C -1.28224 4.21130 0.98914
C -1.84766 2.92407 0.42256
O -1.37211 1.83860 1.20771
C -2.33869 0.83968 1.42223
O -2.01214 5.34265 0.55181
C -3.21798 5.59065 1.26473
N -3.04281 5.95845 2.66112
H 3.19009 3.29712 1.96201
H 2.81794 3.40758 0.25616
H 2.88332 4.85661 1.25056
H 0.98436 4.15270 2.55386
H 0.81126 2.64967 1.68948
H 0.36072 5.50428 0.84720
H -1.30670 4.09407 2.07086
H -1.61872 2.79085 -0.63054
H -2.93241 2.97341 0.50567
H -1.91701 0.08816 2.07862
H -3.22110 1.23393 1.92250
H -2.62082 0.34645 0.49133
H -3.68844 6.41733 0.74921
H -3.88862 4.73820 1.17567
H -3.08854 5.10200 3.21223
H -2.08794 6.28224 2.79374
C 1.01682 -1.15764 -0.02005
C 2.28189 -1.87910 -0.47686
C 3.06751 -0.74774 -1.12588
O 2.70758 0.44670 -0.41966
C 1.57071 0.19331 0.40766
H 0.48202 -1.66768 0.78080
H 0.33209 -1.03340 -0.86303
H 2.82088 -2.26864 0.39030
H 2.09421 -2.70760 -1.15839
H 2.79778 -0.62407 -2.17681
H 4.14752 -0.89050 -1.06404
H 1.90115 0.17377 1.45452
H 0.84989 1.00061 0.28626
C 5.06473 -2.54509 4.31971
C 4.50861 -2.46684 2.90133
C 5.58837 -3.18068 2.10373
O 6.15581 -4.15998 2.97995
C 5.71262 -3.92313 4.31724
H 4.30803 -2.43708 5.09564
H 5.82123 -1.77131 4.47102
H 3.57028 -3.02240 2.83526
H 4.32946 -1.44959 2.55369
H 6.38048 -2.48855 1.79708
H 5.19823 -3.67732 1.21441
H 4.98863 -4.70089 4.58607
H 6.56473 -3.99505 4.99443
C 3.33692 5.69898 -3.45452
C 2.13535 6.48232 -3.96311
C 2.59310 6.88642 -5.35760
O 3.46762 5.84804 -5.81084
C 3.79955 4.98661 -4.71689
H 3.09791 5.01292 -2.64447
H 4.11102 6.38638 -3.10407
H 1.26365 5.82702 -4.02762
H 1.87179 7.33562 -3.34029
H 3.15435 7.82718 -5.33455
H 1.76866 6.99367 -6.06331
H 3.27033 4.03631 -4.85161
H 4.87227 4.78918 -4.72734
C 5.76550 0.68932 -5.20916
C 4.92121 0.03283 -6.29592
C 4.39008 -1.19599 -5.57280
O 4.26816 -0.83352 -4.19382
C 4.93721 0.41103 -3.96277
H 5.93972 1.75224 -5.37015
H 6.73507 0.19104 -5.13815
H 4.09536 0.69178 -6.57630
H 5.48288 -0.21667 -7.19569
H 5.08910 -2.03575 -5.65141
H 3.41669 -1.51999 -5.94421
H 4.18134 1.18839 -3.80468
H 5.54088 0.32971 -3.05832
C 8.03168 -1.74011 -11.09137
C 6.51096 -1.81705 -11.18458
C 6.12483 -2.05050 -9.73098
O 7.11776 -1.39280 -8.93900
C 8.22247 -1.01647 -9.76608
H 8.49750 -1.21917 -11.92628
H 8.45541 -2.74541 -11.03701
H 6.10838 -0.86348 -11.53341
H 6.14974 -2.60155 -11.84757
H 6.13264 -3.11735 -9.48311
H 5.14305 -1.64517 -9.48198
H 8.20235 0.07030 -9.90048
H 9.15195 -1.28557 -9.26385
C 0.54522 -6.59008 2.06869
C 1.81680 -7.30764 1.62697
C 2.60059 -6.17553 0.97918
O 2.23087 -4.97989 1.67299
C 1.09023 -5.23541 2.49682
H 0.00737 -7.09891 2.86717
H -0.13349 -6.47258 1.22071
H 2.35458 -7.68792 2.49838
H 1.63927 -8.13953 0.94729
H 2.33465 -6.06026 -0.07724
H 3.68027 -6.30979 1.05209
H 1.41327 -5.25062 3.54391
H 0.36908 -4.42700 2.36903
C -2.74544 4.55075 7.38702
C -3.76371 3.42421 7.53733
C -4.24636 3.24955 6.10748
O -3.13926 3.59126 5.26275
C -2.11715 4.22217 6.04062
H -2.01506 4.59511 8.19352
H -3.25812 5.51420 7.33739
H -3.26594 2.51397 7.88066
H -4.57412 3.64748 8.22596
H -5.07645 3.92784 5.88278
H -4.56369 2.23042 5.88740
H -1.28203 3.52171 6.15062
H -1.75910 5.10724 5.51121
C -9.22666 2.80123 7.81365
C -9.03398 2.08518 9.14693
C -7.57200 1.66964 9.06529
O -6.91245 2.66723 8.27991
C -7.88618 3.50108 7.64330
H -10.06695 3.49335 7.80352
H -9.37562 2.07180 7.01446
H -9.18203 2.78456 9.97279
H -9.70441 1.23987 9.29295
H -7.46064 0.70238 8.56385
H -7.09172 1.60972 10.04237
H -7.88301 4.47900 8.13675
H -7.60874 3.64045 6.59786
C -5.30304 -1.60203 -2.21269
C -6.01641 -2.37819 -1.11038
C -5.71164 -1.52805 0.11266
O -5.60271 -0.17714 -0.34985
C -5.53807 -0.16204 -1.77837
H -5.68199 -1.80766 -3.21293
H -4.23425 -1.83043 -2.19904
H -7.09284 -2.39254 -1.30041
H -5.67573 -3.40461 -1.00220
H -4.75815 -1.81811 0.56771
H -6.48919 -1.58354 0.87505
H -6.48906 0.21949 -2.16573
H -4.74125 0.51326 -2.09299
C -4.39571 -7.09109 -2.33849
C -5.10823 -7.85108 -1.22310
C -4.78782 -6.99064 -0.00846
O -4.67409 -5.64684 -0.48590
C -4.61775 -5.64705 -1.91419
H -4.78429 -7.30294 -3.33314
H -3.32919 -7.32664 -2.33138
H -6.18526 -7.85987 -1.40482
H -4.77418 -8.88110 -1.11005
H -3.83381 -7.28065 0.44449
H -5.56137 -7.03234 0.75865
H -5.57010 -5.26525 -2.29856
H -3.81951 -4.98022 -2.24299
*
```

---

# 2
The following is a DFT calculation (ωB97M-V with the def2-TZVPD basis set) of 12 unconnected molecules or ions with the total composition C47H97O26PS11 in a non-equilibrium geometry.

## Properties
Maximum force   3.46 eV Å⁻¹
HOMO-LUMO gap   0.36528 Eh
Electronic energy   -8526.58048 Ha
LUMO   0.14 eV

```
! RIJCOSX wB97M-V def2-TZVPD def2/J DEFGRID3
* xyz 0 1
C -2.32642 -4.32657 -1.09659
O -1.49540 -4.70737 -2.19808
P -1.98298 -5.75548 -3.26015
O -1.22020 -5.92013 -4.47708
O -2.11478 -7.09778 -2.27121
C -1.50008 -8.32786 -2.73700
O -3.51394 -5.30083 -3.55041
C -4.04086 -5.65569 -4.80670
H -3.39975 -4.40154 -1.22858
H -2.12351 -3.27711 -1.03170
H -2.02767 -4.81712 -0.16269
H -2.14936 -9.16631 -2.48592
H -0.54673 -8.51491 -2.13669
H -1.34168 -8.36959 -3.80321
H -3.19584 -5.56779 -5.47027
H -4.72369 -4.88156 -5.02480
H -4.46605 -6.67248 -4.82598
O -3.81317 5.84194 1.82637
S -4.05859 5.68886 0.36609
O -4.04070 6.86373 -0.45862
C -3.06278 4.41214 -0.46590
C -4.01573 3.93303 -1.57828
C -5.45829 3.66999 -0.93507
C -5.71394 4.83886 0.22561
H -2.78588 3.61048 0.28674
H -2.12226 4.84444 -0.87117
H -4.18596 4.76071 -2.25497
H -3.59224 3.03053 -2.02218
H -5.54662 2.74039 -0.43658
H -6.19489 3.77432 -1.73306
H -6.00945 4.36328 1.19884
H -6.41860 5.61879 -0.08841
O -0.47864 -3.46851 1.90497
S 0.78291 -3.95890 1.36762
O 1.28458 -3.47963 0.09236
C 2.11755 -3.64336 2.56706
C 3.02354 -4.84842 2.31276
C 2.15695 -6.13325 2.28090
C 0.87700 -5.74657 1.38760
H 1.76006 -3.56038 3.60661
H 2.52161 -2.68464 2.42720
H 3.52025 -4.81779 1.34046
H 3.76641 -4.94664 3.06797
H 1.75121 -6.22430 3.30501
H 2.65085 -7.02595 1.96756
H -0.09295 -6.13600 1.83301
H 0.93295 -6.00373 0.36292
O 1.40017 1.71986 0.59166
S 0.98384 0.36173 0.96029
O 1.93507 -0.54241 1.67339
C -0.58397 0.39902 1.83870
C -1.51654 0.69543 0.68674
C -1.20845 -0.35830 -0.34992
C 0.33551 -0.45449 -0.58612
H -0.58608 1.17063 2.60662
H -0.74420 -0.64704 2.16532
H -2.55051 0.66198 1.04685
H -1.28853 1.74766 0.32506
H -1.68773 -0.17454 -1.35717
H -1.54892 -1.37572 0.04431
H 0.66783 0.15873 -1.41077
H 0.64069 -1.51374 -0.63229
O -5.31537 1.50999 3.69126
S -3.97456 1.73259 4.22187
O -2.96425 0.65892 4.00625
C -3.46964 3.35843 3.64359
C -2.91507 4.03374 4.87564
C -3.67722 3.70658 6.12068
C -3.92110 2.17339 6.05379
H -4.39464 3.89969 3.29951
H -2.74904 3.41840 2.84475
H -1.88337 3.77646 5.04226
H -3.04180 5.07194 4.75150
H -4.63318 4.19528 6.11239
H -3.10494 3.89779 7.02977
H -4.82976 1.89631 6.52311
H -3.08536 1.56885 6.38908
O 5.48849 -4.89176 -2.13909
S 4.78572 -3.84075 -2.82196
O 4.15698 -4.04482 -4.13512
C 3.52488 -3.18725 -1.80363
C 3.69287 -1.67715 -1.57295
C 4.61238 -1.18722 -2.72082
C 5.68545 -2.27816 -2.76870
H 3.53064 -3.82778 -0.94138
H 2.61315 -3.38745 -2.32945
H 2.74148 -1.23167 -1.51310
H 4.09640 -1.53967 -0.60823
H 5.06418 -0.15767 -2.51437
H 4.04318 -1.04487 -3.68515
H 6.31270 -2.32064 -1.91704
H 6.31936 -2.25286 -3.61137
O 1.77323 -1.03466 -3.86035
S 0.56705 -1.78031 -4.20351
O -0.59169 -1.76646 -3.29297
C -0.12729 -1.28722 -5.76759
C -0.79361 -2.61622 -6.30799
C 0.30494 -3.69001 -6.13214
C 0.92997 -3.54252 -4.76697
H 0.64159 -0.89715 -6.46100
H -0.88102 -0.50692 -5.75623
H -1.60835 -2.88816 -5.62185
H -1.12750 -2.53623 -7.30506
H 1.14345 -3.50697 -6.85021
H 0.00485 -4.75471 -6.35215
H 2.01912 -3.80138 -4.71635
H 0.40889 -4.11976 -4.03042
O 0.73583 3.03974 6.69589
S 1.85189 2.44132 6.03705
O 2.83783 3.29346 5.34075
C 2.69733 1.41324 7.29244
C 2.25748 -0.05070 6.97884
C 1.93102 -0.23057 5.46633
C 1.27673 1.06766 4.89011
H 2.30827 1.79506 8.23155
H 3.74797 1.53038 7.16931
H 3.01624 -0.76894 7.28921
H 1.35606 -0.22578 7.62584
H 1.29062 -1.11140 5.35452
H 2.80461 -0.48434 4.83323
H 0.16503 1.09859 5.08007
H 1.63054 1.33550 3.91189
O -3.82470 -1.88332 -5.39906
S -4.30716 -0.88157 -4.49801
O -4.14197 0.51312 -4.75327
C -6.07300 -1.00819 -4.23168
C -6.19624 -0.08023 -2.95716
C -5.10148 -0.59330 -1.94168
C -3.85401 -1.08915 -2.82190
H -6.30641 -2.04044 -4.01285
H -6.55348 -0.56070 -5.14499
H -5.84454 0.84473 -3.29948
H -7.16877 -0.03986 -2.50359
H -5.35411 -1.34646 -1.21156
H -4.79393 0.20319 -1.24325
H -3.68739 -2.16948 -2.76194
H -2.86495 -0.61800 -2.73016
O 6.61442 -0.24612 -0.28599
S 6.68527 0.48103 0.94597
O 7.74894 1.43156 1.20904
C 5.11724 1.30455 1.19639
C 4.94281 1.10592 2.68849
C 5.38895 -0.33523 3.05978
C 6.61784 -0.74781 2.25148
H 4.35818 0.78595 0.50263
H 5.26857 2.34481 0.87032
H 5.51277 1.89073 3.05598
H 3.88937 1.15523 3.00400
H 4.61924 -1.11767 2.86228
H 5.52166 -0.40513 4.11848
H 6.62679 -1.76928 1.83678
H 7.59906 -0.54318 2.72832
O -0.89640 4.26796 -3.00866
S -0.10368 3.07886 -2.61950
O -0.69596 1.91040 -1.91481
C 0.73125 2.43671 -4.08301
C 2.22372 2.80560 -3.92214
C 2.52512 2.75422 -2.40717
C 1.34407 3.52852 -1.75825
H 0.24815 2.93972 -4.92636
H 0.58202 1.32343 -4.11708
H 2.80730 2.14862 -4.51517
H 2.30804 3.81080 -4.31611
H 3.47629 3.19247 -2.25912
H 2.29738 1.75763 -2.03098
H 1.45329 4.64340 -1.78519
H 1.22130 3.08352 -0.73119
O -0.28715 3.81355 1.03993
S 0.32837 4.19220 2.30206
O 0.24244 3.21372 3.37159
C 2.01882 4.79151 2.10224
C 1.98870 6.35428 2.16946
C 0.50049 6.86529 1.97740
C -0.44122 5.90996 2.71422
H 2.24735 4.30015 1.09455
H 2.67754 4.35889 2.88770
H 2.19617 6.61691 3.16566
H 2.76319 6.77367 1.51161
H 0.31872 6.92022 0.90486
H 0.32619 7.87660 2.29684
H -1.43304 5.93324 2.31009
H -0.32141 5.96690 3.79883
*
```

---

# 3
The following is a DFT calculation (ωB97M-V with the def2-TZVPD basis set) of 12 unconnected molecules or ions with the total composition C48H100N4O8 in a non-equilibrium geometry.

## Properties
Maximum force   3.36 eV Å⁻¹
HOMO-LUMO gap   0.30141 Eh
Electronic energy   -2709.62538 Ha
Relative energy (zero: lowest compared OMol25 entry of this formula, charge and spin)   0.0 kJ/mol
LUMO   0.53 eV

```
! RIJCOSX wB97M-V def2-TZVPD def2/J DEFGRID3
* xyz 0 1
C -20.62012 11.61659 -7.63079
C -19.75079 12.48037 -8.31045
C -18.82862 12.92257 -7.39488
N -19.15834 12.37310 -6.17052
C -20.23534 11.55541 -6.33293
H -21.38534 11.04585 -8.05681
H -19.81423 12.87436 -9.29969
H -18.08599 13.70070 -7.44736
H -18.72541 12.57366 -5.23732
H -20.70102 10.97497 -5.60814
C -16.18018 19.54975 -1.77171
C -16.93673 20.73935 -1.93766
C -16.05344 21.72938 -2.20306
N -14.79309 21.20813 -2.21647
C -14.85401 19.86237 -1.95904
H -16.50086 18.54991 -1.43493
H -17.99388 20.84804 -1.72505
H -16.21846 22.77667 -2.23671
H -13.99178 21.70703 -2.32589
H -13.98050 19.20304 -1.97044
C -18.12800 15.46372 -10.10841
C -19.09657 16.48216 -10.27044
C -18.71051 17.56547 -9.46520
N -17.49628 17.27776 -8.92382
C -17.13526 15.98867 -9.31834
H -18.11006 14.51372 -10.60637
H -19.96760 16.42315 -10.85554
H -19.12692 18.60764 -9.33293
H -16.88341 17.91870 -8.36512
H -16.17733 15.58501 -8.97909
C -20.21381 17.61662 -4.65036
C -19.55234 16.71110 -5.53392
C -20.48073 15.78921 -5.88066
N -21.70508 16.09709 -5.31999
C -21.49929 17.23673 -4.54074
H -19.71621 18.46243 -4.17164
H -18.45277 16.72861 -5.72579
H -20.38393 14.96216 -6.53931
H -22.57027 15.63784 -5.33881
H -22.32782 17.65862 -3.96795
C -22.97944 16.15838 -9.49037
C -22.63136 14.78631 -10.04658
O -22.18078 14.95417 -11.35126
C -21.49271 13.78614 -11.75759
C -20.85070 14.09682 -13.11441
H -23.19980 16.07778 -8.41697
H -21.98422 16.67392 -9.57079
H -23.78141 16.62331 -10.00626
H -21.86184 14.33466 -9.38489
H -23.48045 14.09377 -10.07658
H -20.73358 13.49129 -11.03042
H -22.20041 12.93894 -11.91446
H -20.21836 14.98754 -13.11551
H -21.69920 14.26250 -13.79845
H -20.31175 13.25632 -13.53089
C -25.08780 20.36585 -3.38241
C -25.07930 20.15725 -1.89564
O -24.29929 21.18936 -1.23800
C -23.92227 20.72500 0.06805
C -23.09505 21.74035 0.73361
H -25.55244 19.56178 -3.91155
H -25.65871 21.24950 -3.72865
H -24.15716 20.46095 -3.86421
H -26.05445 20.05910 -1.42334
H -24.50223 19.22466 -1.65699
H -24.80933 20.55744 0.72137
H -23.44733 19.74309 -0.05331
H -23.55320 22.69356 0.76050
H -22.07102 21.89249 0.29245
H -22.90782 21.39896 1.77866
C -25.45884 16.97610 -6.19467
C -25.70774 16.03751 -5.01034
O -24.51864 15.45040 -4.48575
C -24.63086 14.82961 -3.26363
C -23.35047 14.17885 -2.89793
H -26.35292 17.66886 -6.40106
H -24.64526 17.63428 -5.99591
H -25.17631 16.44143 -7.13537
H -26.10991 16.64657 -4.23241
H -26.43316 15.26329 -5.26890
H -24.87782 15.63688 -2.54316
H -25.46204 14.10490 -3.21668
H -23.04533 13.53786 -3.73220
H -23.47770 13.52745 -2.04490
H -22.57267 14.88615 -2.73903
C -17.33142 20.38224 -5.98050
C -16.09780 19.56510 -5.68481
O -15.73193 18.97748 -6.90146
C -14.44292 18.39272 -6.98979
C -14.45423 16.99603 -6.51585
H -17.09788 21.17998 -6.68237
H -18.08723 19.71122 -6.38892
H -17.60508 20.82143 -5.06143
H -15.30704 20.27743 -5.34530
H -16.27516 18.81425 -4.87692
H -14.13583 18.65452 -8.02241
H -13.79490 18.94354 -6.30444
H -14.81133 16.95368 -5.50323
H -13.47233 16.50474 -6.45111
H -15.16876 16.34254 -7.09742
C -21.56965 16.29602 0.08989
C -20.51452 15.40955 0.77417
O -20.87582 15.27785 2.13563
C -19.91180 14.47646 2.78692
C -20.43359 14.37467 4.24325
H -21.19385 16.61404 -0.89051
H -22.51133 15.78517 -0.11479
H -21.87369 17.16305 0.65474
H -20.36740 14.43660 0.27551
H -19.55656 15.94223 0.64070
H -19.81941 13.54480 2.20484
H -18.90440 14.92079 2.70784
H -19.68624 13.99483 4.92875
H -21.26158 13.70163 4.23454
H -20.67547 15.37596 4.50374
C -20.97838 20.31143 -1.76994
C -20.13463 19.99018 -0.52942
O -19.57374 21.25020 -0.04651
C -19.02622 21.06731 1.28775
C -18.21703 22.26997 1.64698
H -21.80417 20.89831 -1.38603
H -20.44072 20.82270 -2.58264
H -21.33648 19.36973 -2.12927
H -20.69266 19.50313 0.24980
H -19.28157 19.36296 -0.70446
H -19.82366 20.90540 2.00422
H -18.32920 20.22691 1.30380
H -17.52380 22.52067 0.83957
H -17.61266 22.08041 2.57562
H -18.90091 23.13486 1.82840
C -23.04500 20.07125 -8.51311
C -22.57181 20.16020 -7.04482
O -21.62113 21.17484 -6.95502
C -21.14827 21.46285 -5.61472
C -20.66755 22.87396 -5.74741
H -23.57400 20.99233 -8.76265
H -22.13331 20.03356 -9.12600
H -23.66226 19.20207 -8.70547
H -23.41107 20.34271 -6.35216
H -22.20792 19.14903 -6.83512
H -22.02210 21.27779 -5.01196
H -20.33127 20.84553 -5.33556
H -19.86197 22.78593 -6.48476
H -20.25359 23.28389 -4.82065
H -21.45423 23.52409 -6.04698
C -19.23925 14.75731 -2.86115
C -19.40904 13.39729 -2.21362
O -19.18867 12.39575 -3.18534
C -19.15516 11.02711 -2.59083
C -20.52086 10.52961 -2.28077
H -19.78853 14.79915 -3.80542
H -19.68671 15.50347 -2.18025
H -18.22328 15.09018 -3.06078
H -18.69062 13.27802 -1.31264
H -20.38606 13.30834 -1.75458
H -18.55247 10.41259 -3.25346
H -18.48995 11.12544 -1.76044
H -21.01701 11.01619 -1.43426
H -20.51562 9.45422 -2.00249
H -21.15251 10.58037 -3.18531
*
```

---

What is the electronic energy in the first record? -5379.87080 Ha